Record 1
83
Properties=species:S:1:pos:R:3:mulliken_charge:R:1 method="wB97M-V/def2-TZVPD" smiles=CC(C)CCB(CCCS)CCCS.CCN(CC)CC.CCN(CC)CC
C 3.0224 -0.7384 5.0001 -1.34
C 1.7649 0.0856 4.5580 0.45
C 0.9017 0.2866 5.8557 -1.40
C 0.9251 -0.8368 3.5992 -0.34
C 1.5679 -0.9404 2.1684 -0.96
B 0.6069 -1.5243 1.0317 -0.03
C -0.0835 -2.9914 1.1371 -0.63
C -1.1030 -3.1310 2.3133 -0.86
C -2.3378 -2.1690 2.2145 -0.05
S -2.8126 -1.6552 3.9479 -0.27
C 0.2732 -0.7245 -0.3396 -0.64
C 0.7690 0.7516 -0.3599 -0.57
C -0.0713 1.6915 0.5646 -0.19
S 0.4623 3.4188 0.1315 -0.24
H 3.8194 -0.6467 4.2347 0.26
H 2.8092 -1.8229 5.0879 0.28
H 3.3766 -0.4160 5.9995 0.43
H 2.0207 1.0548 4.0995 0.41
H 0.4723 -0.6731 6.2081 0.25
H 0.0741 0.9927 5.6526 0.33
H 1.5339 0.6546 6.6892 0.42
H -0.1334 -0.5031 3.5594 0.05
H 1.0003 -1.8462 4.0540 0.46
H 2.4217 -1.6575 2.2586 0.22
H 2.0233 0.0417 1.9349 0.34
H -0.5500 -3.2901 0.1765 0.29
H 0.7536 -3.7048 1.3177 0.35
H -0.6430 -3.0678 3.3131 0.37
H -1.5073 -4.1667 2.2607 0.41
H -3.2268 -2.6554 1.7800 0.41
H -2.1489 -1.2294 1.6648 0.04
H -1.7313 -1.9051 4.7456 0.11
H -0.8052 -0.8366 -0.5742 0.07
H 0.8164 -1.2895 -1.1378 0.31
H 0.6145 1.1313 -1.3954 0.53
H 1.8599 0.8402 -0.1869 0.24
H -1.1513 1.5637 0.3589 0.21
H 0.1518 1.4397 1.6160 0.11
H -0.6809 4.1686 0.1675 0.13
C -8.0064 -2.2741 -0.7515 -1.42
C -6.7415 -1.4267 -0.7600 -0.34
N -5.5230 -2.2060 -0.9030 0.23
C -4.3157 -1.4423 -0.6259 -0.62
C -3.9762 -0.2756 -1.5566 -1.13
C -5.4595 -3.0841 -2.0616 -0.64
C -5.6126 -2.4527 -3.4477 -1.00
H -7.9542 -3.0481 0.0163 0.33
H -8.8711 -1.6445 -0.5343 0.44
H -8.1853 -2.7525 -1.7160 0.30
H -6.7007 -0.8939 0.1946 0.43
H -6.8339 -0.6594 -1.5423 0.27
H -3.4605 -2.1253 -0.5924 0.31
H -4.3983 -1.0464 0.3919 0.39
H -3.5919 -0.6212 -2.5159 0.28
H -3.1913 0.3381 -1.1046 0.20
H -4.8328 0.3749 -1.7374 0.35
H -6.2338 -3.8489 -1.9502 0.40
H -4.5218 -3.6466 -2.0308 0.34
H -6.4348 -1.7365 -3.4909 0.25
H -5.8264 -3.2328 -4.1826 0.38
H -4.7007 -1.9532 -3.7724 0.28
C 6.9446 4.2724 -3.7115 -1.44
C 6.1578 2.9801 -3.5407 -0.32
N 5.5722 2.8289 -2.2198 0.13
C 5.0706 1.4870 -1.9620 -0.79
C 3.9021 0.9843 -2.8133 -0.75
C 4.7135 3.9162 -1.7742 -0.69
C 3.4984 4.2676 -2.6355 -0.78
H 7.7099 4.3701 -2.9394 0.33
H 7.4450 4.2747 -4.6816 0.43
H 6.2996 5.1520 -3.6751 0.30
H 6.8529 2.1518 -3.7072 0.45
H 5.4013 2.9178 -4.3366 0.26
H 4.7980 1.4064 -0.9048 0.36
H 5.9055 0.7895 -2.0901 0.39
H 2.9592 1.4442 -2.5186 -0.04
H 3.7847 -0.0944 -2.6751 0.39
H 4.0581 1.1599 -3.8786 0.36
H 5.3290 4.8153 -1.6729 0.36
H 4.3752 3.7082 -0.7549 0.31
H 3.7388 4.3151 -3.6993 0.27
H 3.1190 5.2512 -2.3474 0.34
H 2.6823 3.5598 -2.4947 0.12

Record 2
103
Properties=species:S:1:pos:R:3:mulliken_charge:R:1 method="wB97M-V/def2-TZVPD" total_charge=+1
Mg 14.6102 10.8727 12.5063 3.30
C 15.1200 6.5486 11.2187 0.63
F 15.8393 5.4270 11.0706 -0.21
F 14.7580 7.1038 10.0300 -0.21
F 14.0910 6.3070 12.0156 -0.19
S 16.1290 7.8457 12.1035 1.31
O 16.5740 7.1681 13.3415 -0.74
O 17.2348 8.3316 11.3094 -0.69
O 15.1109 8.8985 12.3661 -1.81
C 13.9103 14.0841 12.1531 -0.20
O 14.3159 12.9999 13.0384 -0.36
C 15.4656 13.4028 13.8114 -0.43
C 15.7338 12.3148 14.8169 -0.66
O 15.9462 11.0800 14.1069 -0.05
C 15.9520 9.9845 15.0313 -0.26
H 14.7830 14.4152 11.4973 0.03
H 13.5147 14.8999 12.7433 0.47
H 13.1049 13.6744 11.5396 -0.32
H 15.1722 14.2893 14.4052 0.60
H 16.4169 13.6784 13.2838 -0.01
H 14.9711 12.0912 15.5648 0.13
H 16.6651 12.6206 15.3518 0.45
H 16.0384 9.0716 14.3980 -0.04
H 14.9452 9.9965 15.4279 -0.03
H 16.6157 9.9815 15.8869 0.38
C 8.4701 11.0668 12.7740 -0.92
C 9.4030 10.0304 13.4048 -0.39
O 10.8426 10.4015 13.1904 0.00
P 11.9856 9.8375 14.1311 -0.60
O 13.2223 10.6401 13.9503 0.28
O 11.4762 9.8793 15.5801 -0.24
C 11.9354 10.8027 16.5897 0.76
C 10.7825 11.6667 17.0610 -1.39
O 12.0451 8.3029 13.7915 -0.03
C 12.7205 7.2341 14.6132 0.16
C 11.8936 5.9312 14.4654 -1.53
H 8.8305 11.2174 11.7711 -0.06
H 7.4902 10.5981 12.7874 0.44
H 8.4500 11.9858 13.3770 0.30
H 9.1160 9.9560 14.4443 0.40
H 9.2845 8.9854 12.9547 0.25
H 12.2486 10.2059 17.4373 0.30
H 12.8559 11.2252 16.1654 -0.48
H 10.0903 10.9802 17.5337 0.36
H 11.0417 12.4856 17.6801 0.42
H 10.2477 12.0522 16.2201 0.31
H 13.7443 7.1431 14.2344 0.04
H 12.7431 7.5365 15.6589 0.46
H 11.7030 5.8050 13.4199 0.29
H 12.4831 5.0982 14.8944 0.40
H 11.0147 5.8951 15.0728 0.44
C 12.9485 8.0519 7.5773 -1.23
C 12.2177 8.8578 8.6244 -0.01
O 13.1090 10.0551 8.7117 -0.13
P 12.8226 11.2282 9.6799 -0.99
O 13.1000 11.0354 11.1124 1.04
O 13.6678 12.4094 9.1513 0.30
C 13.8276 12.7823 7.7310 -0.01
C 14.5622 14.0480 7.4757 -1.37
O 11.3319 11.5846 9.3692 -0.23
C 10.6803 12.7565 9.9437 0.00
C 9.2739 12.8606 9.3738 -1.45
H 13.0010 8.6889 6.6789 0.30
H 13.8804 7.8001 7.9952 0.25
H 12.3883 7.1859 7.1814 0.40
H 11.2107 9.1790 8.3972 0.43
H 12.2342 8.3330 9.6307 0.03
H 14.3572 11.9362 7.2353 -0.04
H 12.8874 13.0084 7.2690 0.42
H 14.6197 14.2632 6.4366 0.48
H 13.9839 14.8759 7.8753 0.38
H 15.5312 14.0239 7.9314 -0.01
H 10.7551 12.6928 11.0266 0.15
H 11.3250 13.6048 9.7279 0.34
H 8.7747 13.7694 9.7966 0.35
H 9.2339 13.0218 8.2952 0.40
H 8.7614 11.9138 9.5674 0.32
C 19.8175 11.9639 12.8885 -1.40
C 18.9737 10.9820 12.2370 0.71
O 18.5998 11.4110 10.8662 -0.38
P 17.2003 11.8706 10.4037 -0.35
O 16.1237 11.5519 11.3307 0.90
O 17.2508 13.4446 10.3273 -0.20
C 18.1342 14.0661 9.4401 -0.19
C 18.3695 15.5385 9.9107 -1.33
O 17.1060 11.4107 8.9502 -0.47
C 17.0976 9.9932 8.5866 0.51
C 16.8507 9.8110 7.1158 -1.53
H 19.1660 12.7567 13.2580 0.28
H 20.3035 11.4606 13.7530 0.38
H 20.5282 12.4170 12.2291 0.35
H 19.4266 10.0158 12.0268 0.41
H 18.0320 10.7436 12.7828 -0.60
H 19.0485 13.5284 9.4329 0.40
H 17.6499 14.0294 8.4220 0.15
H 19.0651 16.0371 9.2426 0.41
H 17.4163 16.1331 9.9449 0.27
H 18.7097 15.4850 10.9205 0.33
H 18.1082 9.5972 8.8660 0.32
H 16.4341 9.4132 9.1582 -0.16
H 17.4169 10.5557 6.5496 0.40
H 17.2807 8.8491 6.7599 0.41
H 15.8385 9.8146 6.7575 0.24

Number 1: highest occupied orbital energy -8.05 eV, lowest unoccupied orbital energy 0.0178 Ha. Number 2: highest occupied orbital energy -11.96 eV, lowest unoccupied orbital energy -0.0606 Ha.